16 unconnected molecules or ions with the total composition C7H43F5NO22P2S in a non-equilibrium geometry, computed with ωB97M-V/def2-TZVPD.

Geometry (Å):
C (-4.3719, 0.9666, 0.6389)
C (-4.3835, 0.3298, -0.7647)
C (-4.0918, -1.1680, -0.8052)
O (-2.7114, -1.4145, -1.0744)
C (-2.0369, -2.2443, -0.1729)
P (-1.3131, -1.2259, 1.2393)
O (-0.4848, -0.2130, 2.6465)
C (-1.2283, 0.2104, 3.6125)
N (-1.8832, 0.6024, 4.4588)
P (-0.5912, -3.1050, 2.2908)
O (-0.4367, -4.2591, 1.3888)
O (-1.7374, -3.3257, 3.4047)
O (0.6875, -2.8431, 3.2005)
S (0.7545, -0.9317, 0.1187)
O (0.5120, -0.7123, -1.3026)
O (1.7321, -1.9589, 0.4439)
C (1.6226, 0.6808, 0.6023)
F (2.7749, 0.7711, -0.1221)
F (1.9850, 0.6703, 1.9086)
C (0.8328, 1.9965, 0.3430)
F (0.1262, 1.9716, -0.7822)
F (1.7281, 3.0127, 0.2364)
F (0.0108, 2.2712, 1.3582)
H (-3.3927, 1.3909, 0.8728)
H (-4.6330, 0.2295, 1.4080)
H (-5.1115, 1.7667, 0.6984)
H (-3.6386, 0.8160, -1.3973)
H (-5.3594, 0.5118, -1.2238)
H (-4.6714, -1.6392, -1.6070)
H (-4.3975, -1.6410, 0.1368)
H (-2.7050, -2.9431, 0.3470)
H (-1.2849, -2.8392, -0.6927)
H (-1.6436, 0.0144, 0.6386)
H (-2.5402, -1.2599, 1.9778)
H (-2.6118, -3.2507, 2.9941)
H (0.7486, -1.9215, 3.4922)
O (3.8848, -4.0799, 0.2513)
H (3.2424, -3.3784, 0.4201)
H (4.4385, -3.7263, -0.4528)
O (-3.9629, -4.7499, 0.2463)
H (-3.3917, -5.5235, 0.3091)
H (-4.8389, -5.0579, 0.4980)
O (1.3542, 0.5153, -3.8486)
H (1.0431, 0.3546, -2.9447)
H (0.7153, 0.0577, -4.4014)
O (3.4076, -4.0486, -3.0482)
H (2.9240, -4.7694, -2.6266)
H (3.0451, -3.2495, -2.6490)
O (-6.8815, 3.0272, -0.1397)
H (-7.7864, 2.9094, -0.4433)
H (-6.6979, 3.9654, -0.2538)
O (5.0056, -3.5095, -5.7585)
H (4.7639, -3.5045, -4.8233)
H (4.2970, -4.0162, -6.1654)
O (3.7997, 5.0363, 1.0916)
H (3.2302, 5.7786, 1.3132)
H (3.2213, 4.3871, 0.6796)
O (-1.4909, 4.7996, 1.9606)
H (-0.5834, 4.5838, 1.7290)
H (-1.5038, 4.8122, 2.9236)
O (-4.1343, 6.0332, 1.5057)
H (-4.2447, 6.4341, 2.3716)
H (-3.2708, 5.5956, 1.5400)
O (5.0056, 0.3774, 3.4167)
H (4.1055, 0.1793, 3.1385)
H (5.0497, 1.3388, 3.4407)
O (-3.1775, 0.0923, -3.6833)
H (-2.9680, 0.9432, -4.0840)
H (-2.4446, -0.4795, -3.9319)
O (3.8424, -6.7754, -1.2539)
H (3.8686, -6.2198, -0.4616)
H (4.6705, -7.2628, -1.2380)
O (7.0695, 4.5866, 1.6982)
H (6.1703, 4.3491, 1.4313)
H (7.0487, 5.5423, 1.7961)
O (5.4581, 2.4079, 0.2998)
H (6.1267, 1.7183, 0.3536)
H (4.6223, 1.9359, 0.2319)
O (-0.4585, 3.1844, -3.7818)
H (0.3327, 2.9953, -4.2978)
H (-0.1632, 3.0936, -2.8711)

Output
F_max, eV/Å: 3.330
E_LUMO, Ha: 0.067
Charge: -1
Kohn-Sham gap, eV: 8.3
HOMO energy, eV: -6.50
E_tot, a.u.: -3582.88962